{
  "formula": "H7N5S2",
  "method": "ωB97M-V/def2-TZVPD",
  "symbols": ["N", "N", "N", "N", "N", "S", "S", "H", "H", "H", "H", "H", "H", "H"],
  "xyz": [[3.550004, -0.408082, 0.021277], [-3.536021, 1.131047, -0.493406], [0.571411, 1.165742, 0.852968], [-2.354609, -1.224268, 0.046148], [-1.043291, 0.553835, -0.962163], [0.365870, 1.111980, -0.642046], [-2.264525, 0.525147, 0.114819], [4.119123, -0.475631, -0.813587], [-3.732016, 0.747850, -1.398388], [4.271003, -0.251839, 0.786170], [1.387388, 1.719607, 1.122953], [-3.013193, -1.761407, 0.654322], [-1.550624, -1.523397, 0.497231], [3.229484, -1.310590, 0.213697]],
  "forces_ev_per_a": [[2.08, 1.86, 1.16], [0.61, -0.03, 0.50], [0.45, 0.56, 0.76], [-1.72, -0.46, -0.31], [2.43, 0.28, -2.04], [-1.61, -0.50, 0.00], [-2.33, -0.16, 2.25], [-0.06, -0.03, -0.22], [-0.29, -0.29, -0.78], [-1.22, -0.03, -1.16], [0.10, -0.42, -0.25], [-0.40, 1.63, -0.66], [2.74, -0.65, 0.55], [-0.81, -1.76, 0.20]],
  "spin_multiplicity": 1,
  "lumo_energy_ev": -0.8,
  "homo_lumo_gap_ev": 8.16,
  "total_charge": 0,
  "e_homo_ev": -8.96
}

{
  "formula": "H7N5S2",
  "method": "ωB97M-V/def2-TZVPD",
  "symbols": ["N", "N", "N", "N", "N", "S", "S", "H", "H", "H", "H", "H", "H", "H"],
  "xyz": [[2.190658, 1.262438, -0.556894], [-2.517234, 1.246048, -0.044444], [1.984119, -1.237806, 0.373753], [-2.218638, -1.163667, -0.037627], [-0.052321, 0.292529, -0.257958], [1.407972, 0.517273, 0.531419], [-1.584841, 0.235333, 0.632474], [2.895924, 1.880741, -0.192973], [-2.653008, 2.085096, 0.494462], [2.901239, -1.238911, -0.050092], [2.019454, -1.671851, 1.288375], [-1.571992, -1.932975, -0.112202], [-2.735346, -0.984756, -0.888248], [-0.065989, 0.710513, -1.180046]],
  "forces_ev_per_a": [[1.42, 0.84, -2.39], [-0.43, 0.09, -0.33], [1.16, -3.64, -1.37], [0.01, 0.04, 0.66], [-0.60, -1.16, 0.53], [-3.95, 3.73, 3.57], [0.77, -0.22, -1.21], [0.61, -0.12, 0.20], [0.11, 0.15, 0.34], [0.54, -0.37, -0.13], [0.21, 0.12, 0.30], [0.23, 0.03, -0.03], [0.04, 0.26, -0.08], [-0.14, 0.26, -0.07]],
  "spin_multiplicity": 3,
  "s2": 2.01,
  "lumo_energy_ev": [0.7, -2.4],
  "homo_lumo_gap_ev": [4.97, 6.59],
  "total_charge": 0,
  "e_homo_ev": [-4.31, -9.00]
}

{
  "formula": "H7O3",
  "method": "ωB97M-V/def2-TZVPD",
  "symbols": ["O", "H", "H", "O", "H", "H", "O", "H", "H", "H"],
  "xyz": [[2.021249, 0.028874, -1.502482], [2.611249, -0.065656, -0.734455], [2.116545, -0.758104, -2.088443], [-0.198278, -0.368238, -0.310365], [-1.032332, 0.139338, -0.345004], [1.005651, -0.147698, -0.988256], [-1.796422, 0.363488, 1.543779], [-0.255147, -0.398465, 0.707124], [-1.745638, 0.796713, 2.438684], [-2.726878, 0.409748, 1.279417]],
  "forces_ev_per_a": [[-1.54, -1.01, 0.66], [0.57, 0.00, -0.29], [0.35, 0.46, 0.22], [0.16, 0.09, 1.82], [0.43, 0.17, -1.03], [-0.36, 0.56, -0.08], [-0.22, 0.73, 1.37], [0.66, -0.35, -1.61], [-0.17, -0.60, -1.34], [0.12, -0.05, 0.29]],
  "spin_multiplicity": 1,
  "lumo_energy_ev": -4.0,
  "homo_lumo_gap_ev": 12.36,
  "total_charge": 1,
  "e_homo_ev": -16.37
}

Results for total energy: -1074.214597; -1074.051686; -229.630471 (in Eh, following the order of the records).
Results for relative energy (zero: lowest compared OMol25 entry of this formula, charge and spin): 0.418; 1.704; 0.857 (in eV, following the order of the records).